(1)
Density functional theory data (the ωB97M-V functional and the def2-TZVPD basis) for a cluster of 2 separate species, C2H4FNO in total in a non-equilibrium geometry.

Atoms and positions in Å:
1 O 1.3122 2.6609 0.1304
2 N 0.7945 1.9823 0.9756
3 C -0.1818 1.4193 1.3620
4 F -0.7408 0.7503 2.3311
5 C -0.2353 -1.3647 -0.9907
6 H -1.1494 -1.6954 -1.2087
7 H 0.6471 -1.9630 -1.4223
8 H -0.1524 -0.3982 -1.2685
9 H -0.2940 -1.3915 0.0911

Forces on the atoms, in the same order (eV/Å):
O 1.39 0.30 0.15
N -2.02 -0.12 -0.73
C -0.09 -0.60 1.02
F 0.72 0.41 -0.44
C 3.92 -2.15 1.58
H -3.47 -1.70 -1.76
H -1.62 0.72 0.82
H 0.38 3.22 -1.04
H 0.80 -0.09 0.41

E (eV): -8388.69302
Orbital gap (eV): 9.4
LUMO (eV): -0.7
HOMO energy (eV): -10.09
SMILES: [O-][N+]#CF.C
Energy relative to the best compared isomer or geometry (same formula, charge and spin) (eV): 5.554


(2)
Density functional theory data (the ωB97M-V functional and the def2-TZVPD basis) for a cluster of 2 separate species, C2H4FNO in total in a non-equilibrium geometry.

Atoms and positions in Å:
1 C -2.2383 0.4464 -0.2804
2 C 2.1024 -0.6133 0.2325
3 N -1.0324 0.1292 -0.1384
4 O -0.0555 0.6805 0.3685
5 F 2.8688 0.2672 -0.3756
6 H -2.8906 -0.2458 -0.7794
7 H -2.6529 1.3885 0.0761
8 H 2.2237 -0.6814 1.2957
9 H 1.6749 -1.3713 -0.3991

Forces on the atoms, in the same order (eV/Å):
C -1.18 0.36 -0.11
C 0.17 -1.12 0.30
N 1.48 0.26 0.47
O -1.23 0.05 -0.27
F 0.56 0.78 -0.50
H -0.01 -0.22 -0.11
H 0.30 -0.04 0.06
H -0.02 0.00 0.20
H -0.06 -0.07 -0.04

Expectation value of S²: 2.01
E (eV): -8388.28252
Orbital gap (alpha / beta) (eV): 8.7 / 8.9
Spin multiplicity: 3
LUMO (alpha / beta) (eV): 1.1 / -1.1
HOMO energy (alpha / beta) (eV): -7.56 / -10.00
Energy relative to the best compared isomer or geometry (same formula, charge and spin) (eV): 1.140


(3)
Density functional theory data (the ωB97M-V functional and the def2-TZVPD basis) for the molecule C2H4FNO2S in a non-equilibrium geometry.

Atoms and positions in Å:
1 C 0.8005 1.8036 -0.4516
2 C 0.3354 0.4841 0.0563
3 N -0.6298 -0.1790 -0.4225
4 S -0.9202 -1.8727 0.2622
5 O -0.0135 -2.0728 1.3177
6 O -1.1104 -2.6785 -0.8224
7 F -2.3975 -1.6905 0.9905
8 H 0.8425 1.5525 -1.5546
9 H 1.9030 1.9403 -0.1092
10 H 0.1738 2.6792 -0.0829
11 H 1.0163 0.0339 0.8165

Forces on the atoms, in the same order (eV/Å):
C 1.37 0.05 -0.47
C 0.97 -1.50 1.64
N -1.47 -1.49 0.43
S -0.53 5.99 2.51
O 0.51 -0.79 0.79
O -0.66 -2.65 -2.92
F 2.12 0.04 -1.24
H -0.30 1.44 0.88
H -2.01 -0.05 -0.50
H 0.72 -1.16 -0.97
H -0.71 0.11 -0.13

E (eV): -21274.87864
Orbital gap (eV): 11.2
LUMO (eV): 0.5
HOMO energy (eV): -10.80
SMILES: C/C=N/S(=O)(=O)F
Energy relative to the best compared isomer or geometry (same formula, charge and spin) (eV): 0.893


(4)
Density functional theory data (the ωB97M-V functional and the def2-TZVPD basis) for the molecule C2H4FNOS in a non-equilibrium geometry.

Atoms and positions in Å:
1 O -1.7174 -1.1820 0.0044
2 C -0.6477 -0.5779 -0.0746
3 C -0.7611 0.8885 0.2982
4 F 0.2225 1.6754 -0.3231
5 N 0.6084 -1.1672 -0.2188
6 S 1.9864 -0.3309 0.1756
7 H -0.5363 1.0169 1.4095
8 H -1.8694 1.2960 0.0853
9 H 0.8748 -2.2017 -0.5264
10 H 1.8399 0.5830 -0.8301

Forces on the atoms, in the same order (eV/Å):
O 1.56 0.13 -0.79
C -1.67 -1.71 1.24
C -0.59 1.53 0.88
F -1.25 0.46 -0.27
N -0.41 -2.57 -1.01
S 1.33 1.09 -0.32
H -0.54 -0.45 -1.28
H 2.75 -1.04 0.21
H -1.99 3.02 0.84
H 0.81 -0.46 0.51

E (eV): -19227.73069
Orbital gap (eV): 9.9
LUMO (eV): 0.5
HOMO energy (eV): -9.36
SMILES: O=C(CF)NS
Energy relative to the best compared isomer or geometry (same formula, charge and spin) (eV): 0.906


(5)
Density functional theory data (the ωB97M-V functional and the def2-TZVPD basis) for the molecule C2H4FNOS in a non-equilibrium geometry.

Atoms and positions in Å:
1 O 1.6225 -0.8532 1.3795
2 N 0.6759 -0.6747 0.3879
3 C -0.0880 0.3889 0.2658
4 S -0.0540 1.6323 1.3696
5 C -0.9772 0.2798 -0.9556
6 F -0.4467 -0.7268 -1.7836
7 H 1.5004 0.0059 1.8845
8 H 0.7078 -1.3578 -0.3891
9 H -0.9218 1.2477 -1.4654
10 H -2.0189 0.0578 -0.6936

Forces on the atoms, in the same order (eV/Å):
O -0.77 1.15 -0.11
N 0.29 -1.02 -0.88
C 0.19 -0.38 0.65
S -0.15 -0.12 -0.27
C 0.47 0.57 0.03
F -0.73 0.38 -0.08
H 0.20 -0.63 -0.19
H 0.26 0.52 1.08
H -0.10 -0.32 -0.16
H 0.34 -0.15 -0.06

E (eV): -19227.40529
Orbital gap (eV): 9.7
LUMO (eV): 0.7
HOMO energy (eV): -9.01
SMILES: ONC(=S)CF
Energy relative to the best compared isomer or geometry (same formula, charge and spin) (eV): 1.232


(6)
Density functional theory data (the ωB97M-V functional and the def2-TZVPD basis) for the molecule C2H4FNS in a non-equilibrium geometry.

Atoms and positions in Å:
1 N 0.1110 -1.3034 -0.6021
2 C -0.1669 -0.1123 0.0443
3 S -1.4401 0.1188 0.9901
4 C 0.8280 0.8567 -0.1145
5 F 1.7928 0.3008 -1.0604
6 H -0.6813 -1.8982 -0.9689
7 H 1.0703 -0.9693 -1.2633
8 H 0.3976 1.8392 -0.2931
9 H 1.3758 1.0787 0.8626

Forces on the atoms, in the same order (eV/Å):
N 2.02 1.86 -2.48
C -2.08 -4.84 -0.56
S -1.31 0.61 0.86
C 3.68 1.95 1.47
F 0.13 2.48 0.56
H 1.41 1.13 0.89
H -3.79 -2.36 1.83
H 0.26 0.00 -1.31
H -0.33 -0.82 -1.26

E (eV): -17180.08678
Orbital gap (eV): 9.1
LUMO (eV): 0.4
HOMO energy (eV): -8.69
SMILES: NC(=S)CF
Energy relative to the best compared isomer or geometry (same formula, charge and spin) (eV): 1.659


(7)
Density functional theory data (the ωB97M-V functional and the def2-TZVPD basis) for a structure of composition C2H4FeIO4S in a non-equilibrium geometry.

Atoms and positions in Å:
1 Fe 0.3021 2.9336 4.3259
2 I 0.3226 0.5514 3.4709
3 C -0.1905 0.7329 -0.5282
4 C -1.0020 -0.4944 -0.1095
5 O -0.2404 -1.6300 -0.4855
6 S 0.9847 -1.1769 -1.3963
7 O 0.5229 -1.0020 -2.6962
8 O 2.1129 -1.9455 -1.0787
9 O 1.1326 0.2573 -0.6929
10 H -0.2187 1.5365 0.2124
11 H -0.5891 1.2234 -1.4211
12 H -1.9880 -0.4679 -0.5737
13 H -1.1490 -0.5184 0.9729

Forces on the atoms, in the same order (eV/Å):
Fe 0.04 -1.50 -0.50
I 0.04 1.51 0.56
C -0.62 1.04 0.07
C -0.66 0.52 0.35
O -0.09 -0.29 0.14
S 0.31 0.01 1.67
O -0.58 0.29 -2.05
O 0.52 -0.37 0.16
O 0.22 0.15 -0.11
H 0.35 -0.35 0.25
H 0.27 -0.48 -0.30
H 0.10 -0.32 -0.15
H 0.11 -0.21 -0.08

Expectation value of S²: 6.01
E (eV): -63641.44722
Orbital gap (alpha / beta) (eV): 5.9 / 5.7
Spin multiplicity: 5
LUMO (alpha / beta) (eV): -7.7 / -7.9
HOMO energy (alpha / beta) (eV): -13.60 / -13.60
Charge: +1
Energy relative to the best compared isomer or geometry (same formula, charge and spin) (eV): 0.022


(8)
Density functional theory data (the ωB97M-V functional and the def2-TZVPD basis) for the molecule C2H4IN in a non-equilibrium geometry.

Atoms and positions in Å:
1 H -0.7783 0.7400 2.0042
2 N -0.7275 0.8651 1.0689
3 C -0.0144 0.0406 0.4588
4 C 0.1896 0.0484 -0.9663
5 I 0.9438 -1.7519 1.3627
6 H 1.1409 -0.2001 -1.3199
7 H -0.1212 1.0626 -1.2753
8 H -0.6330 -0.8046 -1.3331

Forces on the atoms, in the same order (eV/Å):
H -0.39 -0.56 3.77
N 0.96 0.03 -3.58
C -0.06 -0.24 1.75
C -3.84 -0.96 -1.64
I -0.30 0.60 0.00
H 1.36 -0.51 -0.36
H 0.05 -0.63 -0.38
H 2.22 2.27 0.44

E (eV): -11728.68456
Orbital gap (eV): 10.1
LUMO (eV): 0.4
HOMO energy (eV): -9.71
SMILES: [H]/N=C(/C)I
Energy relative to the best compared isomer or geometry (same formula, charge and spin) (eV): 0.325


(9)
Density functional theory data (the ωB97M-V functional and the def2-TZVPD basis) for a cluster of 2 separate species, C2H4IN in total in a non-equilibrium geometry.

Atoms and positions in Å:
1 C 0.7721 0.9193 0.1348
2 C -0.8560 -1.0274 0.1005
3 N 1.7485 0.5756 -0.4530
4 I -2.5436 0.0382 -0.3599
5 H 0.3038 1.6280 0.7364
6 H -1.0806 -1.1950 1.2180
7 H -0.6857 -2.0026 -0.3139
8 H 2.3416 1.0639 -1.0630

Forces on the atoms, in the same order (eV/Å):
C -0.51 -3.73 0.01
C 0.50 1.26 3.91
N -0.63 -0.62 -0.59
I -0.86 0.43 -0.88
H -1.09 1.41 0.50
H 0.98 0.16 -1.58
H 0.20 -0.04 -0.96
H 1.41 1.12 -0.42

E (eV): -11724.51786
Orbital gap (alpha / beta) (eV): 8.1 / 7.3
LUMO (alpha / beta) (eV): 0.4 / 0.0
HOMO energy (alpha / beta) (eV): -7.68 / -7.32
Energy relative to the best compared isomer or geometry (same formula, charge and spin) (eV): 4.492


(10)
Density functional theory data (the ωB97M-V functional and the def2-TZVPD basis) for a cluster of 2 separate species, C2H4INO in total in a non-equilibrium geometry.

Atoms and positions in Å:
1 C -0.6222 -0.9691 0.0177
2 C 1.0825 0.8169 -0.2334
3 N -0.2834 -2.1081 0.1030
4 O 0.2144 1.8425 0.0155
5 I -2.3189 0.2292 0.1040
6 H 1.4280 1.0284 -1.1988
7 H 1.7723 0.5043 0.4473
8 H -0.8454 -2.9360 0.0180
9 H -0.4274 1.5920 0.7268

Forces on the atoms, in the same order (eV/Å):
C 3.09 3.27 -0.47
C -4.35 0.55 -0.83
N 0.51 -1.93 -0.44
O 0.10 -0.55 1.04
I -1.68 0.06 0.02
H 0.65 -0.66 -1.54
H 1.49 -0.90 2.25
H -0.54 -0.26 0.37
H 0.73 0.43 -0.41

E (eV): -13772.83819
Orbital gap (alpha / beta) (eV): 7.8 / 7.6
LUMO (alpha / beta) (eV): 0.1 / -0.1
HOMO energy (alpha / beta) (eV): -7.63 / -7.70
Energy relative to the best compared isomer or geometry (same formula, charge and spin) (eV): 3.583


(11)
Density functional theory data (the ωB97M-V functional and the def2-TZVPD basis) for a cluster of 2 separate species, C2H4INO in total in a non-equilibrium geometry.

Atoms and positions in Å:
1 C -2.0026 0.2410 0.0055
2 O -1.2538 -0.9767 0.0984
3 C 0.0060 -0.7860 0.0186
4 N 1.0872 -0.4305 -0.1326
5 H -2.1432 0.5777 -1.0669
6 H -1.5276 0.8730 0.7859
7 H -2.9033 -0.1372 0.4172
8 I 5.1055 0.3832 0.0618
9 H 3.6318 0.2556 -0.1881

Forces on the atoms, in the same order (eV/Å):
C 0.06 0.18 0.33
O 0.57 -1.34 -0.37
C -0.08 0.52 -0.49
N 0.86 -0.19 0.14
H 0.56 -0.07 1.48
H -0.52 0.53 -1.18
H -1.38 0.42 0.08
I 2.73 0.25 0.46
H -2.80 -0.28 -0.45

E (eV): -13775.10218
Orbital gap (eV): 10.1
LUMO (eV): 0.5
HOMO energy (eV): -9.61
SMILES: COC#N.I
Energy relative to the best compared isomer or geometry (same formula, charge and spin) (eV): 1.319


(12)
Density functional theory data (the ωB97M-V functional and the def2-TZVPD basis) for a cluster of 2 separate species, C2H4INO2 in total in a non-equilibrium geometry.

Atoms and positions in Å:
1 O 1.2049 -2.2137 -0.6908
2 N 0.7989 -2.1074 0.4350
3 O 1.4120 -1.7123 1.3694
4 H -0.3351 -2.2619 0.4827
5 C 0.1753 1.6998 0.0222
6 C -0.9199 1.3750 -0.6113
7 I -2.3606 -0.0919 0.0977
8 H 0.8294 2.4196 -0.4396
9 H 0.6834 1.0565 0.7935
10 H -1.4883 1.8363 -1.4587

Forces on the atoms, in the same order (eV/Å):
O 0.38 -0.46 -0.75
N -3.35 0.15 -1.45
O 0.36 0.15 1.63
H 2.58 0.24 0.55
C 1.60 -1.38 0.17
C -2.69 -0.31 -0.38
I 0.79 0.32 -0.09
H 0.02 0.50 0.01
H -1.04 0.87 -0.54
H 1.35 -0.09 0.86

E (eV): -15820.15563
Orbital gap (eV): 9.9
LUMO (eV): 0.2
HOMO energy (eV): -9.71
SMILES: O=[NH+][O-].C=CI
Energy relative to the best compared isomer or geometry (same formula, charge and spin) (eV): 4.133